A cluster of 2 separate species, CH3N2O2S in total in a non-equilibrium geometry, computed with ωB97M-V/def2-TZVPD.

Last column: natural (NBO) charge in e.
Atoms and positions in Å:
C (-0.151, 0.287, -0.123)  0.151
N (-1.031, -0.535, -0.746)  -0.525
N (-0.896, -0.572, 0.687)  -0.534
O (2.348, 1.292, 0.442)  -1.006
O (1.794, -1.122, 0.199)  -1.037
S (1.723, 0.249, -0.385)  1.512
H (-1.255, 2.053, -0.197)  -0.296
H (-2.091, -0.278, -1.028)  0.361
H (-0.441, -1.374, 1.151)  0.374

Results
- ΔE to the lowest compared entry with this formula, charge and spin (kcal per mole) = 148.9
- 2S+1 = 1
- E_LUMO (spin up / spin down) (Eh) = 0.138 / 0.137
- total charge = -1

The ion C4H6N with charge +1 in a non-equilibrium geometry, computed with ωB97M-V/def2-TZVPD.

Last column: natural (NBO) charge in e.
Atoms and positions in Å:
C (1.027, -1.113, 1.253)  0.065
C (-0.139, -0.607, 0.133)  0.440
C (1.071, 1.451, 0.851)  -0.138
C (-1.077, -0.668, -0.915)  -0.738
N (0.764, 0.210, 0.795)  -0.314
H (1.532, -1.623, 2.133)  0.313
H (0.579, 2.259, 0.351)  0.231
H (1.799, 1.855, 1.475)  0.228
H (-2.022, -0.212, -0.450)  0.314
H (-1.172, -1.787, -1.031)  0.308
H (-0.651, -0.094, -1.721)  0.291

Results
- ΔE to the lowest compared entry with this formula, charge and spin (kcal per mole) = 113.1
- 2S+1 = 1
- E_LUMO (spin up / spin down) (Eh) = -0.216 / -0.210
- total charge = +1

A cluster of 2 separate species, C4H8O3 in total, computed with ωB97M-V/def2-TZVPD.

Last column: natural (NBO) charge in e.
Atoms and positions in Å:
C (-1.833, 0.583, -0.698)  -0.396
C (-0.639, 0.160, -1.104)  -0.206
O (0.650, 1.982, 1.182)  -0.955
C (-0.050, -1.163, -0.711)  -0.132
O (1.357, -1.036, -0.434)  -0.494
C (1.699, -0.854, 0.842)  0.669
O (0.943, -0.834, 1.782)  -0.620
H (-2.255, 1.518, -1.055)  0.210
H (-0.138, 1.830, 0.645)  0.471
H (-2.438, 0.002, -0.004)  0.201
H (-0.042, 0.755, -1.794)  0.215
H (0.616, 1.258, 1.823)  0.480
H (-0.101, -1.868, -1.545)  0.207
H (-0.559, -1.586, 0.159)  0.215
H (2.790, -0.747, 0.913)  0.134

Results
- ΔE to the lowest compared entry with this formula, charge and spin (kcal per mole) = 36.0
- 2S+1 = 1
- E_LUMO (Eh) = 0.032
- total charge = 0

A structure of composition C17H17FeN2O5S, computed with ωB97M-V/def2-TZVPD.

Last column: natural (NBO) charge in e.
Atoms and positions in Å:
Fe (-0.237, 0.291, 0.290)  1.494
O (1.782, 3.513, 0.760)  -0.677
C (0.679, 2.991, 0.860)  0.777
O (0.460, 1.811, 1.349)  -0.885
C (-0.557, 3.772, 0.472)  -0.109
C (-0.735, 5.021, 1.055)  -0.196
C (-1.871, 5.778, 0.811)  -0.269
C (-2.843, 5.272, -0.043)  -0.222
C (-2.666, 4.035, -0.643)  -0.250
C (-1.523, 3.259, -0.408)  -0.130
S (-1.313, 1.749, -1.301)  -0.507
H (0.044, 5.394, 1.709)  0.211
H (-1.996, 6.749, 1.275)  0.194
H (-3.744, 5.843, -0.241)  0.192
H (-3.418, 3.638, -1.314)  0.207
C (3.749, 0.569, -0.421)  -0.725
C (2.554, -0.343, -0.480)  0.634
O (1.500, 0.094, -0.933)  -0.656
C (2.616, -1.717, 0.008)  -0.319
C (3.800, -2.457, -0.098)  -0.139
C (3.859, -3.783, 0.272)  -0.317
C (2.700, -4.379, 0.796)  -0.194
C (1.534, -3.669, 0.947)  -0.266
C (1.430, -2.301, 0.562)  0.420
O (0.332, -1.665, 0.761)  -0.833
H (3.394, 1.599, -0.427)  0.277
H (4.389, 0.402, -1.293)  0.222
H (4.337, 0.376, 0.475)  0.225
H (4.681, -1.976, -0.511)  0.201
H (4.770, -4.353, 0.151)  0.200
H (2.728, -5.420, 1.097)  0.197
H (0.648, -4.129, 1.368)  0.203
C (-4.142, -2.831, 0.268)  -0.409
N (-3.076, -2.856, -0.716)  -0.634
C (-2.166, -1.827, -0.733)  0.809
N (-1.332, -1.815, -1.815)  -0.829
O (-2.153, -0.991, 0.161)  -0.685
H (-4.578, -3.826, 0.344)  0.189
H (-4.925, -2.110, 0.021)  0.187
H (-3.721, -2.553, 1.229)  0.232
H (-3.283, -3.282, -1.602)  0.378
H (-1.166, -2.682, -2.295)  0.383
H (-0.539, -1.190, -1.768)  0.421

Results
- 2S+1 = 5
- E_LUMO (spin up / spin down) (Eh) = 0.099 / 0.099
- total charge = -1
- <S²> = 6.01

no.,total energy (eV)
1,-18990.8386
2,-5721.8976
3,-10419.4416
4,-76350.1462